# 1
C36H33Co2NO5P as an isolated structure. Source: the Open Molecules 2025 dataset; level of theory: ωB97M-V with the def2-TZVPD basis set.

LUMO	-4.93	eV
relative energy (zero: lowest compared OMol25 entry of this formula, charge and spin)	1.6	kcal/mol
total charge	+1

Atoms and positions in Å:
O1 3.20 1.94 1.02
C1 2.57 2.27 0.10
Co1 1.70 2.82 -1.32
C2 1.18 4.43 -0.93
O2 0.80 5.49 -0.69
C3 3.00 3.00 -2.48
O3 3.89 3.06 -3.22
C4 0.18 1.99 -2.28
C5 0.85 0.76 -1.98
C6 1.95 0.10 -2.46
C7 2.76 -0.88 -1.76
C8 3.92 -1.36 -2.40
C9 4.69 -2.37 -1.84
C10 4.33 -2.91 -0.60
C11 3.21 -2.40 0.09
C12 2.45 -1.37 -0.47
Co2 -0.57 1.20 -0.87
C13 -0.20 0.54 0.70
O4 -0.10 0.10 1.78
C14 -1.56 2.57 -0.45
O5 -2.29 3.43 -0.17
P1 -2.23 -0.11 -1.48
C15 -2.54 -1.46 -0.27
C16 -2.38 -2.82 -0.58
C17 -2.43 -3.78 0.43
C18 -2.66 -3.38 1.76
C19 -2.87 -2.03 2.06
C20 -2.84 -1.08 1.04
C21 -3.88 0.70 -1.69
C22 -5.04 0.30 -1.00
C23 -6.20 1.08 -1.07
C24 -6.22 2.22 -1.87
C25 -5.10 2.58 -2.63
C26 -3.93 1.82 -2.54
C27 -1.89 -0.96 -3.08
C28 -2.71 -0.83 -4.21
C29 -2.28 -1.35 -5.44
C30 -1.04 -2.00 -5.53
C31 -0.23 -2.15 -4.40
C32 -0.68 -1.66 -3.17
H1 -0.23 2.30 -3.23
H2 2.33 0.42 -3.44
H3 4.20 -0.95 -3.37
H4 5.57 -2.76 -2.37
H5 4.91 -3.73 -0.17
H6 2.92 -2.84 1.05
H7 1.61 -0.96 0.08
H8 -2.23 -3.13 -1.62
H9 -2.28 -4.84 0.19
H10 -2.68 -4.13 2.55
H11 -3.07 -1.72 3.09
H12 -3.05 -0.04 1.26
H13 -5.03 -0.61 -0.40
H14 -7.08 0.79 -0.49
H15 -7.13 2.83 -1.93
H16 -5.12 3.46 -3.28
H17 -3.06 2.08 -3.13
H18 -3.67 -0.33 -4.14
H19 -2.91 -1.25 -6.33
H20 -0.70 -2.40 -6.49
H21 0.74 -2.65 -4.46
H22 -0.07 -1.79 -2.28
C33 3.73 -0.35 5.62
C34 2.90 0.93 5.68
C35 1.67 0.70 6.56
C36 3.74 2.06 6.27
N1 2.42 1.20 4.31
H23 4.64 -0.19 5.03
H24 4.02 -0.67 6.62
H25 3.15 -1.16 5.15
H26 1.08 1.62 6.65
H27 1.04 -0.08 6.13
H28 1.97 0.39 7.56
H29 3.16 2.99 6.34
H30 4.06 1.79 7.29
H31 4.64 2.24 5.67
H32 1.85 2.04 4.27
H33 3.19 1.29 3.64



# 2
C36H33FIrN4O6 as an isolated structure. Source: the Open Molecules 2025 dataset; level of theory: ωB97M-V with the def2-TZVPD basis set.

LUMO (spin up / spin down)	-5.20 / -8.91	eV
spin multiplicity	6
total charge	+2
<S²>	8.812

Atoms and positions in Å:
Ir1 -1.36 -0.89 0.88
C1 -5.27 4.21 -2.84
C2 -3.99 4.86 -2.44
C3 -3.15 5.54 -3.60
C4 -2.00 6.27 -2.89
C5 -1.21 5.12 -2.36
C6 0.26 5.08 -2.46
C7 1.01 4.06 -2.03
F1 2.31 3.94 -2.42
C8 0.41 2.96 -1.46
C9 -0.95 2.94 -1.45
C10 -1.59 1.77 -0.70
O1 -0.80 1.06 -0.27
C11 -2.94 1.71 -0.71
C12 -3.68 2.77 -1.10
N1 -3.13 3.84 -1.76
C13 -1.75 4.03 -1.72
C14 -3.86 0.55 -0.07
O2 -5.02 0.48 -0.24
O3 -3.10 -0.17 0.63
H1 -5.76 4.98 -3.43
H2 -5.95 4.07 -2.05
H3 -5.12 3.30 -3.39
H4 -4.30 5.57 -1.59
H5 -3.74 6.24 -4.13
H6 -2.78 4.70 -4.27
H7 -2.38 6.86 -2.13
H8 -1.46 6.83 -3.60
H9 0.75 6.02 -2.80
H10 0.93 2.08 -1.44
H11 -4.77 3.01 -1.33
C15 2.96 -2.44 4.92
O4 2.75 -2.51 3.57
C16 3.74 -2.19 2.66
C17 5.00 -1.70 3.13
C18 5.91 -1.31 2.25
C19 5.70 -1.55 0.92
C20 4.53 -2.15 0.45
C21 3.48 -2.32 1.37
N2 2.24 -3.05 1.02
C22 0.95 -2.70 1.03
N3 0.16 -3.67 0.62
C23 -1.27 -3.78 0.65
C24 -2.12 -2.69 0.91
C25 -3.49 -2.91 1.09
C26 -4.02 -4.19 1.01
C27 -3.28 -5.26 0.66
C28 -1.80 -5.05 0.48
O5 -0.91 -6.04 0.21
C29 -1.31 -7.43 -0.08
N4 0.47 -1.52 1.32
C30 1.34 -0.37 1.35
C31 1.53 0.39 2.53
C32 2.36 1.54 2.61
C33 3.08 1.78 1.43
C34 2.97 1.10 0.23
C35 2.05 0.06 0.21
O6 1.75 -0.77 -0.81
C36 2.46 -0.53 -2.04
H12 2.10 -2.86 5.41
H13 3.15 -1.35 5.25
H14 3.86 -2.98 5.24
H15 5.27 -1.60 4.15
H16 6.85 -0.79 2.62
H17 6.42 -1.25 0.16
H18 4.42 -2.32 -0.58
H19 2.50 -3.83 0.46
H20 0.74 -4.48 0.26
H21 -4.20 -2.11 1.03
H22 -5.11 -4.23 0.97
H23 -3.69 -6.22 0.26
H24 -2.16 -7.79 0.41
H25 -0.47 -8.03 0.27
H26 -1.50 -7.55 -1.18
H27 0.94 0.03 3.38
H28 2.64 2.15 3.47
H29 3.80 2.57 1.46
H30 3.59 1.41 -0.61
H31 2.22 -1.42 -2.63
H32 3.55 -0.43 -1.82
H33 2.25 0.51 -2.51



Q: Which of these has the lowest total charge?
A: C36H33Co2NO5P



Q: Look up the total charge of the first one.
A: +1



Q: What is the total charge in the first record?
A: +1